(1)
Below is a molecular structure, C24H32Cl2IrN3O4PS3Te, with properties calculated with ωB97M-V/def2-TZVPD.

Values from the calculation:
Frontier orbital gap in Ha: 0.2548
Total charge: +1

CARTESIAN COORDINATES (ANGSTROEM)
Ir: -0.250 -0.306 -0.202
C: -0.692 3.271 -1.836
C: -1.716 2.389 -1.195
N: -1.667 1.148 -0.738
C: -2.939 0.736 -0.337
C: -3.920 1.660 -0.458
S: -3.274 3.077 -1.123
C: -3.129 -0.606 0.194
C: -4.310 -1.168 0.554
S: -4.011 -2.689 1.251
C: -2.330 -2.512 1.010
N: -2.014 -1.387 0.418
C: -1.444 -3.589 1.537
H: 0.144 3.481 -1.181
H: -1.173 4.210 -2.112
H: -0.282 2.809 -2.733
H: -4.957 1.562 -0.190
H: -5.302 -0.761 0.456
H: -2.055 -4.337 2.040
H: -0.729 -3.174 2.247
H: -0.885 -4.072 0.738
Cl: 2.823 -0.138 1.847
C: 3.452 1.235 0.997
C: 4.575 1.824 1.558
C: 5.144 2.938 0.972
C: 4.585 3.449 -0.184
C: 3.461 2.857 -0.727
Cl: 2.869 3.537 -2.214
C: 2.826 1.734 -0.168
S: 1.442 1.109 -1.084
H: 4.994 1.395 2.458
H: 6.024 3.396 1.402
H: 5.016 4.308 -0.679
C: 3.691 -5.028 0.438
C: 3.524 -3.527 0.407
O: 2.753 -3.106 -0.758
P: 1.195 -2.874 -0.760
O: 0.664 -2.131 0.457
Te: 0.457 -1.504 -2.533
O: 0.561 -4.332 -0.750
C: 0.920 -5.319 -1.749
C: 0.499 -6.677 -1.243
H: 4.278 -5.307 1.314
H: 4.215 -5.385 -0.449
H: 2.726 -5.529 0.507
H: 4.477 -3.014 0.298
H: 3.031 -3.159 1.303
H: 1.994 -5.268 -1.929
H: 0.394 -5.053 -2.668
H: 0.961 -6.892 -0.280
H: 0.812 -7.443 -1.952
H: -0.583 -6.734 -1.132
O: -0.370 0.113 1.951
C: -0.794 0.994 2.702
C: -0.743 0.812 4.187
C: 0.477 1.625 4.681
C: 0.510 3.106 4.265
C: 0.898 3.372 2.800
C: -0.204 3.117 1.751
N: -1.251 2.214 2.277
H: -0.640 -0.242 4.438
H: -1.653 1.205 4.647
H: 1.385 1.134 4.322
H: 0.489 1.560 5.770
H: 1.255 3.598 4.892
H: -0.441 3.591 4.516
H: 1.762 2.751 2.567
H: 1.235 4.405 2.701
H: 0.217 2.667 0.853
H: -0.707 4.041 1.466
H: -1.732 2.680 3.033

***

(2)
Below is a molecular structure, C24H32Cl2N3NiO3 at a distorted geometry, with properties calculated with ωB97M-V/def2-TZVPD.

Values from the calculation:
Frontier orbital gap (alpha / beta) in Ha: 0.2141 / 0.1983
Total charge: -1
Spin multiplicity: 3
⟨S²⟩: 2.0294

CARTESIAN COORDINATES (ANGSTROEM)
O: 0.583 1.822 -2.814
C: 0.784 3.026 -2.461
C: 0.769 3.949 -3.589
C: 0.693 3.400 -4.896
H: 0.773 2.320 -5.047
C: 0.421 4.220 -5.997
H: 0.329 3.777 -6.992
C: 0.249 5.604 -5.827
H: 0.048 6.242 -6.702
C: 0.322 6.138 -4.529
H: 0.164 7.205 -4.411
C: 0.561 5.332 -3.416
H: 0.554 5.745 -2.410
H: 0.809 3.279 -1.389
C: 3.031 3.058 -0.546
C: 1.963 2.453 0.205
H: 3.958 3.180 0.029
H: 2.695 4.044 -0.900
H: 3.237 2.431 -1.429
C: 1.745 1.638 1.225
C: 2.712 1.271 2.353
H: 0.808 1.050 1.253
H: 3.543 1.998 2.421
H: 3.106 0.254 2.180
H: 2.176 1.242 3.314
Ni: -0.366 0.541 -1.970
Cl: 1.762 -0.148 -1.454
Cl: -1.047 1.901 -0.289
C: 1.465 -2.626 1.053
O: 0.268 -2.360 1.168
N: 2.100 -3.574 1.786
C: 1.362 -4.344 2.769
C: 3.466 -3.998 1.526
H: 2.116 -2.105 0.318
H: 0.443 -3.816 3.029
H: 1.989 -4.477 3.656
H: 1.114 -5.341 2.380
H: 3.932 -3.292 0.830
H: 3.495 -5.009 1.091
H: 4.035 -4.022 2.466
H: -3.615 0.415 5.173
H: -4.566 1.342 2.816
C: -2.689 0.955 4.930
C: -3.598 1.869 2.805
N: -2.572 1.085 3.488
H: -1.825 0.411 5.318
C: -1.467 0.630 2.843
O: -0.451 0.214 3.404
H: -3.291 2.039 1.763
H: -1.591 0.646 1.737
H: -2.743 1.953 5.389
H: -3.736 2.840 3.311
N: -1.168 -0.900 -1.334
C: -1.447 -2.001 -1.050
C: -1.902 -3.334 -0.907
C: -1.054 -4.448 -1.076
C: -1.551 -5.746 -0.915
C: -2.903 -5.960 -0.631
C: -3.768 -4.865 -0.542
C: -3.276 -3.562 -0.691
H: -0.008 -4.282 -1.335
H: -0.875 -6.597 -1.002
H: -3.281 -6.975 -0.484
H: -4.831 -5.022 -0.352
H: -3.960 -2.713 -0.640

***

(3)
Below is a gas-phase ion, C24H32ClN2O2 (charge +1) at a distorted geometry, with properties calculated with ωB97M-V/def2-TZVPD.

Values from the calculation:
Frontier orbital gap in Ha: 0.3421
Total charge: +1
SMILES: CC(C)[C@@H]1CC[C@@H](C)C[C@H]1OC(=O)Cn1cc(-c2ccc(Cl)cc2)[n+]2c1CCC2

CARTESIAN COORDINATES (ANGSTROEM)
C: 1.393 0.295 2.637
C: 0.850 -0.275 1.328
C: -0.323 -1.213 1.609
C: 1.924 -0.982 0.471
C: 2.840 -1.914 1.268
C: 3.811 -2.642 0.343
C: 4.689 -1.646 -0.413
C: 5.660 -2.363 -1.346
C: 3.794 -0.694 -1.207
C: 2.810 0.018 -0.283
O: 2.013 0.994 -1.012
C: 1.196 0.609 -1.962
O: 1.008 -0.490 -2.398
C: 0.324 1.816 -2.413
N: -0.889 1.716 -1.645
C: -1.895 0.814 -1.885
C: -2.794 0.874 -0.849
C: -4.027 0.122 -0.668
C: -4.826 -0.154 -1.779
C: -5.995 -0.874 -1.642
C: -6.376 -1.339 -0.388
Cl: -7.831 -2.235 -0.212
C: -5.580 -1.087 0.723
C: -4.416 -0.360 0.582
N: -2.290 1.819 0.010
C: -1.150 2.306 -0.483
C: -0.572 3.380 0.354
C: -1.431 3.259 1.633
C: -2.706 2.497 1.218
H: 1.695 -0.503 3.309
H: 2.246 0.946 2.463
H: 0.622 0.875 3.141
H: 0.463 0.565 0.734
H: 0.009 -2.083 2.168
H: -1.081 -0.706 2.202
H: -0.779 -1.556 0.682
H: 1.401 -1.586 -0.279
H: 2.235 -2.642 1.809
H: 3.414 -1.338 1.995
H: 4.439 -3.312 0.932
H: 3.254 -3.249 -0.373
H: 5.265 -1.063 0.314
H: 6.287 -1.647 -1.871
H: 5.117 -2.950 -2.082
H: 6.303 -3.032 -0.780
H: 3.240 -1.264 -1.954
H: 4.400 0.052 -1.726
H: 3.357 0.648 0.426
H: 0.099 1.721 -3.476
H: 0.831 2.757 -2.201
H: -1.882 0.175 -2.743
H: -4.536 0.215 -2.750
H: -6.613 -1.078 -2.501
H: -5.873 -1.464 1.689
H: -3.790 -0.203 1.446
H: -0.701 4.351 -0.130
H: 0.490 3.241 0.552
H: -0.887 2.684 2.382
H: -1.667 4.230 2.059
H: -3.535 3.171 0.987
H: -3.036 1.796 1.984